Computed, not measured: a structure of composition C29H46BrN3OsP2, with ωB97M-V/def2-TZVPD.

**E_HOMO (alpha / beta)**: -18.89 / -18.80 eV
**Total energy**: -126330.1289 eV
**Relative energy (zero: lowest compared OMol25 entry of this formula, charge and spin)**: 437.6 kJ/mol

ORCA input file:
```
! wB97M-V def2-TZVPD RIJCOSX def2/J DEFGRID3
* xyz 4 5
N -6.489 4.751 -6.033
C -6.379 5.137 -4.759
C -5.674 4.387 -3.808
C -4.997 3.199 -4.184
C -5.131 2.816 -5.542
C -5.888 3.623 -6.427
C -4.180 2.440 -3.210
Os -1.912 0.506 -1.246
P 4.954 -0.856 -0.956
C -3.163 1.579 -3.528
C -1.843 1.645 -2.847
C -0.594 1.216 -3.402
C 0.669 1.624 -2.892
C 0.700 2.321 -1.692
C -0.575 2.325 -0.953
C -1.785 2.455 -1.667
Br 2.270 3.174 -1.063
H -4.447 2.647 -2.167
H -3.215 0.970 -4.433
H -5.665 4.739 -2.786
H -4.704 1.888 -5.929
H -6.872 6.079 -4.497
H -6.001 3.342 -7.491
H -0.652 0.694 -4.347
H -2.567 3.157 -1.433
H 1.600 1.347 -3.399
H -0.566 2.711 0.050
P -1.078 -1.580 -1.434
C 5.031 0.973 -0.834
C 6.348 1.608 -1.279
H 4.805 1.246 0.207
H 4.202 1.339 -1.452
H 6.325 2.687 -1.080
H 7.216 1.194 -0.752
H 6.511 1.481 -2.355
C 4.195 -1.254 -2.565
C 5.075 -2.211 -3.376
H 4.049 -0.309 -3.102
H 3.215 -1.704 -2.367
H 4.721 -2.270 -4.410
H 6.120 -1.882 -3.397
H 5.053 -3.224 -2.962
C 3.748 -1.372 0.326
C 4.472 -1.875 1.589
H 3.093 -2.152 -0.101
H 3.150 -0.474 0.549
H 3.821 -2.556 2.152
H 5.407 -2.403 1.349
H 4.715 -1.023 2.239
C -0.521 -2.680 -0.046
C -1.351 -3.924 0.208
H -0.498 -2.052 0.848
H 0.528 -2.958 -0.216
H -2.333 -3.687 0.614
H -1.500 -4.518 -0.692
H -0.864 -4.583 0.932
C 0.260 -1.956 -2.664
C -0.163 -2.028 -4.111
H 0.744 -2.897 -2.364
H 1.021 -1.177 -2.520
H -0.926 -2.787 -4.274
H -0.572 -1.088 -4.470
H 0.694 -2.260 -4.751
C -2.699 -2.248 -2.089
C -3.983 -1.672 -1.471
H -2.652 -3.328 -1.903
H -2.697 -2.073 -3.175
H -4.772 -1.659 -2.241
H -4.325 -2.314 -0.644
H -3.847 -0.626 -1.091
C -0.334 2.562 2.089
C -1.137 1.317 2.110
N -1.676 0.518 1.172
C -2.281 -0.541 1.868
C -2.135 -0.334 3.211
N -1.434 0.835 3.344
H -0.965 3.418 1.818
H 0.034 2.739 3.106
H 0.545 2.461 1.445
H -2.792 -1.352 1.375
H -2.435 -0.926 4.052
H -1.144 1.306 4.195
*
```

These are the Mulliken partial charges, in e, on atoms 1 to 4: N -0.41; C -0.26; C -0.28; C 0.19